# 1
C46H36F5N5O3S2Sb2Ti | ωB97M-V/def2-TZVPD

maximum force = 0.0559 Eh/bohr
DFT total energy = -133321.6779 eV
highest occupied orbital energy (spin up / spin down) = -9.9 / -9.9 eV
<S²> = 0.757
ΔE to the lowest compared entry with this formula, charge and spin = 11.3 kcal per mole
multiplicity = 2
gap between HOMO and LUMO (spin up / spin down) = 6.9 / 6.6 eV
total charge = +1

Cartesian coordinates (Å):
C: 2.51076 -0.46922 3.58646
H: -2.54184 -0.97752 -3.64504
C: 6.23956 1.06438 -1.32614
H: 4.76296 -4.89002 -2.53014
H: -4.78544 -1.53972 -4.39834
C: 2.58396 -2.56112 -1.40634
F: -1.54414 2.44818 5.23546
H: 3.58826 -6.25122 -0.84654
O: 1.57646 -2.56222 2.86526
F: -5.18694 2.03598 1.20076
C: -0.21154 1.50268 -3.31164
C: -2.02614 -3.13802 3.95106
H: -6.42834 1.37408 -1.74284
H: -2.83564 6.72078 -0.12954
C: -2.52184 3.86198 -1.91174
C: 1.94306 -3.33112 -0.44364
C: -1.45534 3.66108 0.22866
S: 1.69116 0.85308 1.61016
H: 6.81376 1.57538 -0.56864
H: 1.80166 -5.22912 0.52736
C: 3.24246 -0.85062 4.69896
Ti: -0.49094 -0.49272 0.89686
H: -2.80194 3.43398 -2.86834
C: -4.30604 1.19418 -1.75094
C: 1.82966 -1.39882 2.62746
C: 6.81766 0.73268 -2.53704
C: 6.05066 0.10068 -3.50044
C: -2.45364 2.35948 4.25806
H: -0.88284 3.08268 0.94146
C: -1.27754 -2.02492 3.70596
H: -3.45584 5.74068 -2.31134
C: 3.60036 -3.13672 -2.15854
Sb: -1.24554 1.05598 -1.42544
F: -5.59554 3.80648 3.19446
C: 4.91546 0.74568 -1.07354
C: -4.29854 2.12108 2.19066
H: 3.36236 -1.89932 4.92366
C: -4.50974 3.03778 3.20976
H: 4.45016 -0.12332 6.31126
C: 3.30096 -5.22362 -1.00544
H: 6.48226 -0.16342 -4.45464
C: 3.95446 -4.46002 -1.95754
S: -2.95104 0.02548 1.02166
C: 4.72226 -0.20222 -3.25164
N: 1.48106 -0.75002 1.48426
H: 2.82226 2.91248 3.77126
H: -0.55004 -1.79002 -2.34914
C: -1.68054 -3.01122 0.38366
N: -2.08334 -3.96972 -0.49734
H: -6.75604 -0.40572 -3.43434
H: -2.37784 -3.55572 4.87256
C: -3.17224 1.27978 2.18146
H: 4.14656 -0.67492 -4.03354
H: 4.11156 2.24318 5.76696
F: -1.11204 0.70158 3.21576
C: -1.81454 4.96388 0.53466
C: -3.59724 3.15408 4.26136
C: -1.72754 -2.92562 1.78856
H: -0.91074 2.12188 -3.87164
C: 0.17756 0.26888 -4.11814
C: -4.65754 -0.77652 -3.64454
N: -1.09674 -1.88022 2.35876
O: 0.30776 1.30188 1.31546
C: 2.92976 1.87148 4.03226
C: 3.83376 0.14188 5.46716
H: -1.86854 -4.16432 -2.61014
H: -4.17784 1.96368 -1.00374
H: 0.66626 2.10558 -3.07414
C: -1.80754 3.10058 -0.98994
H: -0.86684 -1.33592 4.42246
C: -2.54354 5.71048 -0.37304
C: -5.76194 -0.13722 -3.11064
H: 7.85186 0.97148 -2.73264
F: -3.81514 4.02218 5.24856
C: -2.26154 1.46148 3.22426
C: -1.67834 -3.57162 -1.74044
C: -2.89104 5.15938 -1.59724
C: -3.38054 -0.44472 -3.21984
Sb: 2.05686 -0.42772 -1.56294
H: -0.63894 -0.45942 -4.09234
H: -1.52204 5.39068 1.48226
H: 1.56186 -1.38982 -4.12954
C: -5.58124 0.85588 -2.16404
C: -3.19024 0.55058 -2.27174
O: 2.63946 1.44258 0.72346
N: -1.03694 -2.01612 -0.27074
C: -1.03744 -2.38082 -1.59334
H: 4.14676 -2.55082 -2.88274
H: 2.30496 0.20808 -4.17194
H: -2.88064 -4.51922 2.59266
H: 4.47596 1.02648 -0.13074
H: -2.58804 -4.81362 -0.28274
N: -2.30294 -3.70842 2.73956
C: 4.13936 0.10788 -2.02944
C: 1.50366 -0.37742 -3.72494
C: 2.36206 0.87598 3.26826
C: 3.66196 1.48218 5.15036
C: 2.29476 -4.65602 -0.24464
H: 0.26926 0.57778 -5.16534
H: 1.18816 -2.89002 0.20146

Atomic forces in eV per Å
C -0.03 -0.01 0.32
H 0.02 -0.03 -0.05
C 0.08 -0.02 0.05
H 0.04 -0.05 -0.09
H -0.03 -0.08 -0.06
C -0.35 0.75 0.02
F -0.17 0.10 -0.08
H 0.04 -0.12 0.02
O 0.34 0.44 -0.11
F -0.07 0.02 0.13
C -0.13 -0.25 0.43
C 0.14 0.21 0.11
H -0.13 0.04 0.06
H -0.03 0.09 -0.01
C 0.12 -0.19 -0.06
C -0.15 0.12 0.18
C 0.15 -0.12 0.15
S 1.36 0.17 0.07
H 0.10 0.05 0.08
H -0.03 -0.07 0.07
C -0.08 0.08 -0.14
Ti -1.46 1.66 0.00
H -0.04 0.06 0.03
C 0.08 0.15 0.09
C 0.60 -1.19 1.10
C 0.02 0.02 -0.01
C 0.04 -0.08 -0.11
C 0.04 0.00 -0.07
H -0.09 0.12 0.00
C -0.12 -0.08 0.09
H -0.04 0.05 -0.05
C -0.03 0.05 -0.03
Sb -1.05 1.11 -1.17
F 0.09 -0.02 0.03
C -0.09 0.10 0.19
C 0.61 -0.25 0.18
H 0.00 -0.08 0.03
C 0.16 -0.04 0.15
H 0.01 -0.06 0.13
C -0.03 -0.08 0.02
H 0.05 0.00 -0.09
C 0.10 -0.04 -0.06
S -0.19 -0.33 -0.44
C -0.15 0.01 -0.11
N -0.16 0.70 0.09
H 0.02 0.11 -0.01
H -0.03 0.01 -0.04
C 0.34 -0.06 -1.76
N 0.32 0.88 0.83
H -0.09 -0.02 -0.05
H -0.02 -0.09 0.12
C 0.07 0.61 0.84
H -0.01 -0.07 -0.09
H 0.08 0.08 0.07
F -0.78 0.39 0.59
C -0.05 0.04 0.05
C 0.03 -0.16 -0.25
C 0.22 0.40 1.84
H -0.05 0.08 0.08
C -0.07 0.03 -0.03
C -0.07 -0.16 -0.11
N -0.77 -1.88 0.04
O 0.53 0.91 0.40
C -0.02 0.26 -0.01
C -0.05 -0.07 -0.05
H -0.03 -0.09 -0.19
H -0.08 0.00 -0.01
H 0.01 0.10 0.02
C 0.31 -0.57 0.05
H -0.01 -0.01 -0.04
C 0.02 0.03 0.01
C -0.02 -0.01 -0.07
H 0.09 0.03 -0.03
F 0.06 -0.12 -0.16
C -0.06 -0.10 -0.33
C 0.18 0.19 -0.25
C -0.06 0.00 -0.11
C 0.13 -0.01 -0.03
Sb 1.16 -0.93 -1.74
H 0.09 0.01 -0.09
H 0.00 0.06 0.11
H 0.13 0.01 0.04
C 0.00 0.07 0.01
C 0.59 -0.04 0.25
O 0.18 0.40 0.44
N -1.16 -2.52 -0.75
C -0.13 -0.28 -0.11
H 0.01 -0.03 -0.03
H 0.06 -0.02 0.06
H 0.04 0.01 -0.01
H 0.16 -0.03 0.02
H 0.01 0.02 0.00
N 0.30 0.52 -0.63
C -0.68 0.11 0.32
C -0.04 -0.11 0.45
C -0.31 -0.69 -0.40
C -0.19 0.15 -0.25
C -0.03 -0.06 0.06
H -0.10 -0.13 -0.01
H 0.19 -0.14 -0.11

***

# 2
H4OP2S | ωB97M-V/def2-TZVPD

maximum force = 0.0667 Eh/bohr
DFT total energy = -31522.6879 eV
highest occupied orbital energy (spin up / spin down) = -9.0 / -9.0 eV
ΔE to the lowest compared entry with this formula, charge and spin = 60.6 kcal per mole
gap between HOMO and LUMO (spin up / spin down) = 7.7 / 7.7 eV

Cartesian coordinates (Å):
H: 1.67045 1.88176 -0.87821
O: 0.78099 1.73069 -0.57861
P: 0.68020 0.25134 0.18430
H: -0.61360 -1.64730 0.21145
S: 2.27868 -0.62441 -0.23822
H: -0.16848 0.36273 2.20140
H: -1.92299 -0.34789 0.51048
P: -1.27546 -0.78586 -0.57782

Atomic forces in eV per Å
H 0.85 -0.04 -0.11
O -1.83 -0.89 1.49
P -2.83 1.88 0.42
H 0.47 -1.90 0.87
S 1.26 -1.22 0.29
H 1.49 0.13 -2.61
H -1.05 0.82 1.39
P 1.64 1.21 -1.75

***

# 3
C12H32BBrNO4P2SiZr | ωB97M-V/def2-TZVPD

maximum force = 0.0435 Eh/bohr
DFT total energy = -121065.0280 eV
highest occupied orbital energy = -16.6 eV
gap between HOMO and LUMO = 5.2 eV
total charge = +3

Cartesian coordinates (Å):
H: -3.29176 1.23505 1.65109
Si: -3.18542 0.13782 -0.59350
C: -2.75053 -1.58487 0.36029
H: 2.29822 -2.46672 -0.79644
C: 0.44139 1.53814 -1.43126
C: 1.55791 3.60754 0.99751
H: -3.81905 2.30934 0.36301
N: -0.29363 -1.56477 2.12548
H: -2.40122 -1.23415 1.38065
O: 3.09049 0.58617 -2.56610
H: -4.47546 0.67732 -2.52697
C: 0.75391 -0.82810 2.31645
Br: 1.83412 -2.43959 -3.22288
H: 0.27574 0.71191 0.72825
H: -1.45596 2.60622 -1.20394
C: -4.33589 -0.25712 -1.96262
H: 2.24870 -1.80628 1.06975
C: 0.56601 -3.71614 -1.02801
O: 3.60653 2.85510 -0.54076
H: -3.94828 -1.01166 -2.65671
O: -1.70998 0.52872 -1.11365
H: -1.90984 -2.09421 -0.13101
C: 0.79228 0.09898 3.49677
H: 2.80363 -0.34613 1.85000
P: 1.34539 0.32312 -0.15674
H: 1.79316 0.13660 3.93725
H: 0.88914 2.53054 -1.58448
H: 4.51317 3.18031 -0.40633
H: 1.00175 -4.58835 -1.52110
H: 0.72378 3.22113 1.59450
H: 0.52726 1.12636 3.20035
Zr: -3.09766 -2.46341 2.49827
H: -4.90356 1.03308 0.93478
H: 0.08589 -0.22487 4.26456
P: 2.77342 2.31440 0.74367
H: -0.13519 -2.19031 1.33718
C: -3.85439 1.26634 0.70639
C: 0.52113 -1.19256 -1.01750
C: 1.35331 -2.44521 -1.34097
H: -0.47798 -3.62047 -1.35849
C: -0.94180 1.70329 -0.85402
H: 1.18567 4.10547 0.09756
H: -3.67714 -2.24681 0.37280
H: 2.90077 1.51663 -2.75417
H: 4.84625 -0.22497 -0.20609
C: 1.93330 -0.80347 1.36849
O: 4.11477 -0.60588 -0.71072
H: 0.41469 1.09550 -2.43366
H: -5.33060 -0.57316 -1.62540
B: 3.20375 0.11214 -1.34562
H: 0.57142 -3.91353 0.05462
H: 2.10501 4.34083 1.62104
H: -0.27665 -1.42569 -0.30743
H: -0.85118 1.78019 0.24614
H: 0.05123 -0.80982 -1.92034

Atomic forces in eV per Å
H -0.04 0.01 -0.18
Si -0.69 -0.66 0.19
C -0.29 0.03 -0.05
H -0.06 -0.06 -0.17
C 0.24 0.02 0.05
C -0.35 -0.18 -0.23
H -0.12 -0.19 0.03
N -0.62 -0.84 0.08
H 0.32 1.65 -1.47
O 0.09 0.27 0.28
H -0.02 -0.22 0.00
C 0.57 -0.09 0.35
Br 0.10 0.08 -0.01
H 0.48 0.26 0.18
H 0.02 -0.22 -0.12
C -0.13 0.06 -0.20
H -0.24 0.11 -0.09
C -0.12 -0.04 0.05
O -0.50 0.07 0.31
H -0.02 0.16 0.10
O 0.46 0.34 -0.28
H -0.46 -0.08 0.06
C -0.16 0.05 0.03
H -0.24 -0.06 0.06
P -1.68 -0.42 -0.91
H -0.14 -0.04 -0.13
H 0.07 -0.14 0.31
H 0.00 -0.18 -0.03
H -0.08 0.12 0.12
H 0.13 0.11 -0.03
H 0.06 -0.22 -0.02
Zr 0.87 -0.96 1.27
H 0.16 0.10 -0.09
H 0.05 0.11 -0.12
P 0.93 0.11 0.05
H 0.13 0.03 0.02
C 0.00 0.11 0.34
C 0.67 -0.12 -0.28
C -0.19 -0.05 0.30
H 0.23 -0.07 -0.09
C -0.21 0.37 -0.08
H 0.14 -0.02 0.12
H 0.22 0.31 0.03
H -0.23 -0.20 -0.06
H 0.04 -0.21 -0.19
C -0.17 -0.05 0.70
O -0.37 -0.04 0.23
H -0.14 0.02 0.20
H 0.18 0.04 0.01
B 0.85 0.42 -0.17
H 0.03 0.05 -0.09
H -0.05 -0.10 -0.16
H 0.43 0.16 -0.22
H -0.19 0.39 -0.17
H 0.03 -0.13 0.18

***

# 4
C8H19MgNS2Se4 | ωB97M-V/def2-TZVPD

maximum force = 0.0512 Eh/bohr
DFT total energy = -298596.4634 eV
highest occupied orbital energy = -6.1 eV
gap between HOMO and LUMO = 5.9 eV

Cartesian coordinates (Å):
C: 0.73094 -1.62415 3.16095
H: 3.01221 -1.43642 1.67338
H: 0.50822 2.76528 -0.58345
Se: -1.27276 -2.39083 0.08324
S: -1.58466 1.28912 -1.74486
H: 1.54322 2.27436 0.84107
H: -1.51401 2.82534 0.91128
Se: -2.28438 0.38250 2.65319
H: -3.69667 0.20282 -1.72133
C: -0.55224 2.42101 1.26036
C: -0.12017 0.86772 -2.74953
H: -0.41875 2.49617 2.34837
H: 2.92489 -1.23249 -0.87030
H: 1.55453 -1.79091 3.87083
H: 0.60089 -2.47463 2.47561
S: 1.17324 -0.08902 2.31291
Se: -2.62459 -2.61306 1.93120
H: -0.50102 0.64232 -3.74696
H: -0.21546 -1.46068 3.69875
H: -3.06202 0.46399 -3.38900
H: -2.46396 -0.91968 -2.36040
N: 1.18573 -0.01134 -0.84567
C: 2.48390 -0.62706 1.16891
H: 0.46915 1.79179 -2.78473
H: 0.20313 -1.23273 -2.24343
H: 1.78658 0.83274 -0.90462
C: 0.76128 -0.28069 -2.22831
Mg: -0.58457 0.24098 0.42983
C: 0.52770 2.36458 0.44115
H: 1.64751 -0.37354 -2.88396
Se: -3.99677 -0.63785 1.50903
C: -2.81651 0.12031 -2.37402
H: 1.43104 -1.98052 -0.18465
C: 2.02948 -1.05504 -0.24156
H: 3.13492 0.24961 1.08673

Atomic forces in eV per Å
C 0.39 -0.22 0.38
H 0.22 0.08 -0.22
H -0.36 -0.63 0.32
Se 0.56 0.31 -0.40
S 0.04 -0.44 0.10
H -0.42 -0.26 0.06
H 0.47 -0.54 0.05
Se 0.39 1.80 -0.26
H 0.33 -0.03 -0.17
C 0.70 2.54 0.10
C 0.06 -0.08 0.16
H -0.12 -0.66 -0.59
H -0.28 -0.04 0.28
H -0.40 -0.26 -0.13
H 0.05 0.44 0.09
S -0.13 -0.42 -0.23
Se -1.34 -0.37 -0.71
H 0.25 0.07 -0.03
H 0.38 0.08 -0.29
H -0.08 -0.31 0.28
H -0.04 0.37 0.11
N 0.80 0.67 -0.32
C -0.11 0.08 -0.16
H -0.11 -0.14 -0.18
H 0.22 0.30 0.02
H -0.62 -0.57 0.19
C -0.27 -0.27 -0.15
Mg -0.96 -1.55 0.73
C -0.17 1.72 0.54
H -0.36 -0.09 0.08
Se 0.57 -1.28 0.51
C -0.13 0.10 -0.35
H 0.26 0.33 -0.03
C 0.08 -0.51 0.19
H 0.16 -0.22 0.04